{
  "formula": "CH2Cl4P2",
  "method": "the ωB97M-V functional and the def2-TZVPD basis",
  "elements": ["C", "P", "Cl", "Cl", "P", "Cl", "Cl", "H", "H"],
  "coordinates": [[-1.81410, 0.16647, -0.40544], [-0.22755, 0.45154, 0.12329], [0.61452, 0.56106, 1.99693], [0.48338, 2.15668, -0.69159], [1.22423, -1.03349, -0.84994], [1.47866, -2.44977, 0.55072], [2.98388, -0.13274, -0.73863], [-2.41088, 0.96609, -0.12933], [-2.33215, -0.68584, 0.14397]],
  "mulliken_charge": [-0.79, 0.60, -0.22, -0.19, 0.33, -0.16, -0.15, 0.31, 0.27],
  "charge": 0,
  "spin_multiplicity": 1,
  "gap_ev": 9.0940,
  "relative_energy_ev": 0.806,
  "max_force_ha_per_bohr": 0.0557
}